<a>
C6H6N2 | the ωB97M-V functional and the def2-TZVPD basis

Gap between HOMO and LUMO ... 0.3194 hartree
LUMO level ... 0.022 Ha

ORCA input file:
```
! RIJCOSX wB97M-V def2-TZVPD def2/J DEFGRID3
* xyz 0 1
C -1.31370 1.17501 0.03015
C -2.13812 -0.04920 -0.31104
C -1.39368 -1.11899 -0.09820
C 1.44545 -1.15319 0.10590
C 2.12183 0.06490 -0.25002
C 0.06266 0.59050 0.15544
H -1.13685 1.36517 1.35273
H -1.12627 2.45362 -0.46506
H -3.07797 -0.12382 -0.05839
H -1.82050 -2.12564 0.11674
H 1.74329 -2.08275 0.17087
H 3.20257 0.13017 -0.64989
N 0.02886 -0.77743 0.20322
N 1.32959 1.25301 0.04530
*
```

Atom charges from the natural (NBO) analysis, given in e for atoms 1 to 6: -0.48, -0.26, 0.04, -0.15, -0.05, 0.37

=====

<b>
C6H6N2 | the ωB97M-V functional and the def2-TZVPD basis

Structure (SMILES) ... C=c1cnncc1=C
Gap between HOMO and LUMO ... 0.2918 hartree
LUMO level ... -0.033 Ha

ORCA input file:
```
! RIJCOSX wB97M-V def2-TZVPD def2/J DEFGRID3
* xyz 0 1
C -2.19563 0.39366 0.40999
C -0.85466 0.24207 0.31100
C -0.02659 0.63149 1.35516
C 1.38260 -0.34049 -0.74697
C -0.13783 -0.18582 -0.91224
C -0.77900 -0.57019 -2.01295
H -2.82442 -0.17079 -0.48908
H -2.61831 0.84801 1.23884
H -0.42727 1.07525 2.29402
H 1.85584 -1.06323 -1.58140
H -0.28994 -0.99988 -2.95541
H -1.96729 -0.56996 -1.88219
N 1.21348 0.26573 1.47225
N 1.92052 -0.28626 0.37794
*
```

Atom charges from the natural (NBO) analysis, given in e for atoms 1 to 6: -0.28, -0.15, 0.07, 0.09, -0.13, -0.31

=====

Quick one: least stable of them? <a>

=====

<a>
C6H6N2 | the ωB97M-V functional and the def2-TZVPD basis

Structure (SMILES) ... C=C(C)C(C#N)C#N
Gap between HOMO and LUMO ... 0.3732 hartree
LUMO level ... -0.010 Ha

ORCA input file:
```
! RIJCOSX wB97M-V def2-TZVPD def2/J DEFGRID3
* xyz 0 1
C -0.75205 1.83760 0.01108
C -0.80044 0.53400 -0.58126
C -1.61135 0.02678 -1.54448
C 0.34427 -0.45843 0.04962
C 1.63859 -0.00885 -0.23534
C -0.12611 -1.08408 1.40052
H 0.10273 2.48621 -0.65609
H -0.18292 2.01673 1.18693
H -1.85057 2.47975 0.26917
H -1.75937 -0.86353 -2.19216
H -2.28054 0.66217 -1.86245
H 0.18691 -1.37588 -0.61697
N 2.62493 0.59441 -0.87354
N -0.67832 -2.09264 2.19793
*
```

Atom charges from the natural (NBO) analysis, given in e for atoms 1 to 6: -0.71, 0.03, -0.37, -0.50, 0.28, 0.28

=====

<b>
C6H6N2 | the ωB97M-V functional and the def2-TZVPD basis

Structure (SMILES) ... C=c1cnncc1=C
Gap between HOMO and LUMO ... 0.2794 hartree
LUMO level ... -0.039 Ha

ORCA input file:
```
! RIJCOSX wB97M-V def2-TZVPD def2/J DEFGRID3
* xyz 0 1
C -1.06865 -0.47788 1.58275
C -0.46177 -0.41354 0.38042
C -0.85709 -1.44838 -0.61851
C 0.93046 0.28819 -1.44563
C 0.52182 0.56809 -0.10469
C 1.00568 1.58516 0.58484
H -0.73335 0.31090 2.27281
H -1.83928 -1.14536 1.99598
H -1.60383 -2.22257 -0.44777
H 1.62918 1.02676 -1.85337
H 1.56380 2.38293 0.06642
H 0.81949 1.65965 1.66952
N -0.38124 -1.51086 -1.81976
N 0.47479 -0.60307 -2.26300
*
```

Atom charges from the natural (NBO) analysis, given in e for atoms 1 to 6: -0.30, -0.12, 0.07, 0.08, -0.15, -0.29

=====

Quick one: least stable of them? <a>